1.
Formula: C2H5NO2
Source: the Open Molecules 2025 dataset
Level of theory: ωB97M-V/def2-TZVPD

Calculated values
- HOMO-LUMO gap: 10.19 eV
- Energy relative to the best compared isomer or geometry (same formula, charge and spin): 56.33 kcal per mole
- E_HOMO: -9.15 eV

Positions of all 10 atoms, in Å:
C: -0.29767 -0.03265 -0.58474
N: -1.07116 0.72558 0.34946
C: 2.23394 0.43895 0.21824
O: -0.20511 -1.37642 -0.23075
O: 2.28521 -0.41185 0.93009
H: 0.25724 -1.37836 0.62999
H: -0.71858 0.03581 -1.58973
H: -1.56201 0.13823 1.01849
H: -1.79249 1.27333 -0.11385
H: 0.87063 0.58739 -0.62720



2.
Formula: C3H6N4S
Source: the Open Molecules 2025 dataset
Level of theory: ωB97M-V/def2-TZVPD

Calculated values
- HOMO-LUMO gap: 8.31 eV
- Energy relative to the best compared isomer or geometry (same formula, charge and spin): 108.71 kcal per mole
- E_HOMO: -8.98 eV

Positions of all 14 atoms, in Å:
C: -0.55065 0.93737 0.07036
C: -1.33812 -1.23909 0.23350
C: 0.93731 -1.01731 0.06635
H: 0.91572 0.97478 2.01576
H: 0.31792 2.66013 0.89635
H: -1.74858 2.31503 -0.85950
H: -0.92726 -2.18616 0.91083
H: -2.77147 -0.35194 -0.62752
H: 0.93096 -2.04052 0.53313
N: 0.18961 1.67036 0.90644
N: -1.39037 1.38874 -0.95452
N: -0.27122 -0.40100 0.07742
N: -2.56407 -1.13005 0.03825
S: 2.32774 -0.25960 -0.34771



- Which value of E_HOMO does entry 1 give?
  -9.15 eV



- What is the formula in the second record?
  C3H6N4S



- What is the E_HOMO in the second record?
  -8.98 eV